# C27H26F5N7O3

C27H26F5N7O3 in the gas phase (the ωB97M-V functional and the def2-TZVPD basis, the Open Molecules 2025 dataset).

The calculation puts the max |F| at 0.02207 hartree/bohr. Its SMILES is COCc1c(-c2ccc(NC(=O)Nc3cc(C(F)(F)F)ccc3F)c(F)c2)c2c(N)ncnn2c1CN1CCOCC1. For the HOMO energy, the calculation gives -7.93 eV.

```
68
C27H26F5N7O3 (the ωB97M-V functional and the def2-TZVPD basis)
C 0.05 4.39 -1.52
O -0.03 3.57 -0.38
C 1.22 3.04 0.04
C 1.75 1.97 -0.86
C 2.76 2.11 -1.80
N 2.95 0.91 -2.38
N 3.85 0.64 -3.34
C 3.83 -0.59 -3.77
N 3.01 -1.57 -3.41
C 2.12 -1.31 -2.47
N 1.24 -2.28 -2.15
H 0.55 -2.15 -1.44
H 1.33 -3.16 -2.63
C 2.08 -0.03 -1.85
C 1.32 0.62 -0.87
C 0.33 0.02 0.01
C 0.59 -1.20 0.65
C -0.34 -1.79 1.48
C -1.57 -1.18 1.71
C -1.80 0.05 1.09
C -0.89 0.65 0.26
H -1.12 1.61 -0.19
F -2.99 0.66 1.33
N -2.58 -1.70 2.52
C -2.62 -2.94 3.11
O -1.76 -3.77 3.02
N -3.80 -3.12 3.81
C -4.21 -4.25 4.50
C -3.44 -5.41 4.64
C -3.95 -6.49 5.34
C -5.22 -6.46 5.92
C -5.99 -5.32 5.79
C -5.48 -4.24 5.09
F -6.23 -3.12 4.96
H -6.97 -5.25 6.22
H -5.59 -7.31 6.46
C -3.12 -7.73 5.45
F -3.46 -8.50 6.49
F -3.24 -8.51 4.36
F -1.81 -7.47 5.58
H -2.46 -5.45 4.20
H -4.48 -2.37 3.82
H -3.38 -1.09 2.62
H -0.13 -2.73 1.96
H 1.55 -1.67 0.52
H 4.56 -0.83 -4.54
C 3.60 3.29 -2.16
N 2.91 4.21 -3.05
C 2.68 3.62 -4.36
C 1.89 4.61 -5.22
O 2.56 5.84 -5.34
C 2.80 6.40 -4.07
C 3.62 5.46 -3.20
H 3.76 5.91 -2.21
H 4.61 5.31 -3.66
H 3.33 7.34 -4.25
H 1.84 6.61 -3.57
H 1.76 4.23 -6.23
H 0.90 4.77 -4.76
H 2.11 2.70 -4.25
H 3.63 3.39 -4.86
H 4.54 2.91 -2.61
H 3.86 3.84 -1.25
H 1.95 3.85 0.12
H 1.02 2.63 1.04
H 0.47 3.84 -2.38
H 0.68 5.26 -1.33
H -0.96 4.71 -1.74
```

# ClH3N3P3

ClH3N3P3 in the gas phase (the ωB97M-V functional and the def2-TZVPD basis, the Open Molecules 2025 dataset).

The calculation puts the max |F| at 0.04787 hartree/bohr. For the HOMO energy (alpha / beta), the calculation gives -7.02 / -8.42 eV. The relative energy (zero: lowest compared OMol25 entry of this formula, charge and spin) comes out at 71.7 kcal per mole.

```
10
ClH3N3P3 (the ωB97M-V functional and the def2-TZVPD basis)
N 1.18 1.07 0.01
N -1.34 1.00 0.40
N -0.16 -1.25 -0.77
P -0.13 1.95 -0.39
P -1.36 -0.81 0.18
P 2.56 0.54 0.53
Cl 2.57 -1.46 0.09
H -2.31 1.33 0.23
H -0.41 -1.32 -1.70
H -0.59 -1.03 1.41
```

# C3H5NO

C3H5NO in the gas phase (the ωB97M-V functional and the def2-TZVPD basis, the Open Molecules 2025 dataset).

The calculation puts the max |F| at 0.05335 hartree/bohr. Its SMILES is [H]/N=C/CC=O. For the HOMO energy, the calculation gives -9.85 eV. The relative energy (zero: lowest compared OMol25 entry of this formula, charge and spin) comes out at 28.5 kcal per mole.

```
10
C3H5NO (the ωB97M-V functional and the def2-TZVPD basis)
C -0.10 0.62 -0.44
C -1.44 -0.09 -0.27
C 0.91 -0.27 0.19
N 1.64 0.09 1.13
O -2.43 0.47 0.10
H 2.26 -0.61 1.53
H 0.65 -1.35 -0.13
H -0.11 1.59 0.04
H 0.10 0.69 -1.52
H -1.48 -1.14 -0.62
```